{"formula": "C3H5N3O", "method": "ωB97M-V/def2-TZVPD", "symbols": ["N", "N", "O", "C", "N", "H", "C", "H", "H", "H", "H", "C"], "xyz": [[-1.9219, -3.2866, -2.2290], [1.2736, -1.2933, -0.3604], [1.5157, -0.2165, 0.3994], [0.0315, -1.2316, -0.7545], [-2.5963, -3.9224, -2.8345], [0.0178, 0.7022, 1.5805], [0.3942, 0.6144, 0.6265], [0.9528, 1.6093, 0.6132], [-1.7312, -0.2090, -0.1231], [-1.0047, 0.4508, -1.4522], [1.9740, -1.8421, -0.7980], [-0.6902, -0.0669, -0.3670]], "forces_ev_per_a": [[-1.498, -1.357, -1.380], [-3.184, 1.819, -0.044], [2.002, -0.623, 1.393], [-0.763, -0.091, -0.007], [1.633, 1.510, 1.476], [-0.871, -0.687, 3.168], [0.202, -0.294, -4.682], [-0.914, -0.187, -0.874], [-0.653, -0.229, 0.865], [1.110, -0.446, 1.833], [2.062, -0.835, -0.073], [0.874, 1.419, -1.675]], "lowdin_charge": [-0.01, 0.25, 0.18, 0.27, 0.09, 0.16, 0.08, 0.24, 0.17, 0.30, 0.23, 0.04], "total_charge": 2, "e_above_lowest_ev": 4.811, "homo_energy_ev": [-21.09, -21.12], "max_force_ev_per_a": 4.695, "homo_lumo_gap_ev": [7.1, 5.6], "total_energy_ha": -355.7994}